1.
The following is a quantum chemistry calculation of C43H62AsN5P2SSeSi3Yb as an isolated structure in a non-equilibrium geometry, from the OMol25 dataset.

Its HOMO energy (alpha / beta) is -8.301 / -8.441 eV. The total energy is -263804.2512 eV. Its net charge is +1. The orbital gap (alpha / beta) is 5.64 / 5.77 eV. Its multiplicity is 2.

Last column: Löwdin spin population.
Geometry (Å):
Yb (0.7060, -0.1940, 0.9999)  0.0021
N (2.9379, -2.7308, 4.0140)  0.0001
C (4.1546, -2.4346, 3.4927)  0.0000
C (3.9753, -1.5157, 2.4848)  0.0000
N (2.5797, -1.2434, 2.3862)  0.0000
C (1.9883, -2.0022, 3.2953)  0.0004
C (0.5760, -1.9047, 3.5868)  0.0029
N (-0.3201, -1.1120, 2.9507)  0.0004
C (-1.5029, -1.3058, 3.6205)  0.0017
C (-1.3730, -2.2537, 4.5687)  0.0061
N (-0.0295, -2.6263, 4.5797)  0.0047
H (2.6780, -3.2304, 4.8769)  0.0001
H (5.0521, -2.9598, 3.8494)  0.0000
H (4.6560, -0.9802, 1.8516)  0.0000
H (-2.3059, -0.6323, 3.4411)  0.0000
H (-2.0898, -2.6383, 5.3295)  0.0004
H (0.3488, -3.4604, 5.0655)  0.0019
C (-1.9386, 7.8466, 2.1794)  0.0000
S (-0.7624, 7.7526, 0.8080)  0.0000
C (-1.8215, 7.1150, -0.4773)  0.0000
C (-2.2587, 5.6921, -0.3234)  0.0000
C (-1.0540, 4.7783, -0.3986)  0.0000
N (-1.4459, 3.2950, -0.1761)  0.0000
P (-0.9426, 2.5306, 1.2351)  0.0000
C (-1.5625, 3.4181, 2.6768)  0.0000
C (-2.7932, 3.0307, 3.2146)  0.0000
C (-3.1546, 3.3198, 4.5354)  0.0000
C (-2.2439, 4.0150, 5.3229)  0.0000
C (-1.0364, 4.5270, 4.7764)  0.0000
C (-0.7578, 4.3182, 3.4569)  0.0000
C (0.8625, 2.5407, 1.3274)  0.0000
C (1.3949, 2.0716, 2.5423)  0.0000
C (2.7494, 1.8070, 2.6278)  0.0000
C (3.6242, 2.1140, 1.6117)  0.0000
C (3.0953, 2.7372, 0.4615)  0.0000
C (1.7328, 2.7586, 0.2317)  0.0000
P (-1.4378, 2.0234, -1.5685)  0.0000
C (-2.8576, 2.6120, -2.4660)  0.0000
C (-2.9408, 2.5008, -3.8836)  0.0000
C (-3.8701, 3.2456, -4.5960)  0.0000
C (-4.7756, 4.0570, -3.9188)  0.0000
C (-4.8185, 4.0121, -2.5122)  0.0000
C (-3.8660, 3.2586, -1.7906)  0.0000
C (-2.2135, 0.6874, -0.5868)  0.0001
C (-1.4076, -0.5207, -0.6207)  0.0001
C (-1.7213, -1.5872, 0.2380)  0.0018
C (-2.9012, -1.5619, 0.9928)  0.0012
C (-3.7621, -0.4555, 0.8369)  0.0001
C (-3.4807, 0.5700, -0.0453)  0.0000
H (-1.8256, 8.7989, 2.6771)  0.0000
H (-1.8632, 7.0235, 2.9057)  0.0000
H (-2.9941, 7.9004, 1.7670)  0.0000
H (-1.2668, 7.2159, -1.4394)  0.0000
H (-2.6771, 7.7758, -0.4935)  0.0000
H (-2.9716, 5.4445, -1.1160)  0.0000
H (-2.8259, 5.4914, 0.6148)  0.0000
H (-0.3303, 4.9585, 0.3608)  0.0000
H (-0.5131, 4.8608, -1.3227)  0.0000
H (-3.4938, 2.4468, 2.6259)  0.0000
H (-4.1327, 3.1469, 4.9282)  0.0000
H (-2.5170, 4.1830, 6.3583)  0.0000
H (-0.3559, 5.1974, 5.3096)  0.0000
H (0.1357, 4.7491, 3.0151)  0.0000
H (0.7928, 1.9756, 3.4513)  0.0000
H (3.0683, 1.2030, 3.4751)  0.0000
H (4.6619, 1.9269, 1.7100)  0.0000
H (3.7878, 3.0128, -0.3178)  0.0000
H (1.2747, 3.0515, -0.7088)  0.0000
H (-2.2628, 1.8715, -4.4404)  0.0000
H (-3.9575, 3.2056, -5.6734)  0.0000
H (-5.4683, 4.7103, -4.4475)  0.0000
H (-5.6495, 4.5462, -1.9986)  0.0000
H (-3.9271, 3.2066, -0.6827)  0.0000
H (-0.5721, -0.5877, -1.3725)  0.0000
H (-1.0355, -2.4299, 0.2719)  0.0032
H (-3.1552, -2.3450, 1.6946)  0.0018
H (-4.7427, -0.4121, 1.3486)  0.0000
H (-4.2935, 1.3087, -0.1443)  0.0000
Se (1.7907, -1.2546, -1.5628)  0.0007
C (1.6068, -2.4657, -5.7298)  0.0000
Si (1.6482, -3.6296, -4.2670)  0.0000
C (2.3196, -5.2286, -4.9916)  0.0000
C (-0.0151, -4.1196, -3.6530)  0.0001
As (3.0691, -3.0733, -2.3468)  0.0001
Si (4.7372, -1.7222, -3.4125)  0.0000
C (5.4926, -2.6950, -4.8623)  0.0000
C (6.0517, -1.5228, -2.0484)  0.0000
C (4.0826, -0.1590, -4.1797)  0.0000
Si (-1.1168, -6.5893, 1.7203)  0.5620
C (-1.2170, -7.7217, 3.2179)  0.1042
C (0.5759, -6.5816, 0.9940)  0.1129
C (-2.5870, -6.5874, 0.5106)  0.1015
H (0.7888, -2.7491, -6.3862)  0.0000
H (2.4254, -2.3897, -6.4057)  0.0000
H (1.4298, -1.4563, -5.3617)  0.0000
H (1.6543, -5.3873, -5.8630)  0.0000
H (2.2326, -6.0849, -4.3219)  0.0000
H (3.3428, -5.2099, -5.3621)  0.0000
H (-0.5356, -4.4985, -4.5325)  0.0000
H (-0.6384, -3.2721, -3.3245)  0.0000
H (0.0516, -4.9321, -2.8865)  0.0001
H (5.8197, -3.6941, -4.5397)  0.0000
H (6.4175, -2.1681, -5.1612)  0.0000
H (4.8428, -2.7381, -5.7240)  0.0000
H (6.6862, -2.3990, -1.9538)  0.0000
H (5.5541, -1.3401, -1.0681)  0.0000
H (6.6109, -0.6227, -2.2015)  0.0000
H (4.7009, 0.6886, -3.9205)  0.0000
H (3.0372, 0.0880, -3.7566)  0.0000
H (3.9708, -0.2354, -5.2785)  0.0000
H (-1.8331, -8.5579, 3.0902)  0.0092
H (-1.6075, -7.1585, 4.0755)  0.0159
H (-0.1790, -8.0268, 3.4576)  0.0027
H (1.2423, -6.0304, 1.6744)  0.0123
H (0.5419, -5.9340, 0.1085)  0.0021
H (0.9727, -7.5861, 0.7908)  0.0172
H (-3.0375, -5.5580, 0.6299)  0.0184
H (-3.2412, -7.3257, 0.8793)  0.0047
H (-2.2443, -6.7933, -0.5086)  0.0066


2.
The following is a quantum chemistry calculation of C43H64As3NO5SSi2TeW as an isolated structure, from the OMol25 dataset.

Its HOMO energy is -12.738 eV. The total energy is -275570.5274 eV. The value obtained for the relative energy (zero: lowest compared OMol25 entry of this formula, charge and spin) is 2.798 eV. Its net charge is +2. The orbital gap is 6.01 eV. Its multiplicity is 1.

Last column: Löwdin charge in e.
Geometry (Å):
W (0.5752, 0.0003, 0.1473)  1.2236
O (1.7260, -3.6286, 0.5072)  -0.1196
C (2.1387, -4.1243, -0.7549)  -0.2109
C (2.5819, -2.9667, -1.6173)  -0.1634
N (1.5946, -1.8703, -1.8113)  -0.1683
C (0.2761, -2.3637, -2.1908)  -0.0809
C (-0.5714, -2.5611, -0.9507)  -0.5114
O (-1.2141, -3.5120, -0.6559)  0.1692
O (-0.6158, -1.4193, -0.1683)  -0.3768
C (2.1670, -0.9363, -2.7722)  -0.0983
C (1.6742, 0.4727, -2.5825)  -0.5382
O (1.4779, 1.2668, -3.4439)  0.1428
O (1.5314, 0.7976, -1.2635)  -0.3555
H (1.4656, -4.3732, 1.0667)  0.0962
H (1.3348, -4.6939, -1.2325)  0.1255
H (2.9959, -4.7957, -0.6512)  0.1373
H (2.8384, -3.3765, -2.6030)  0.1473
H (3.4862, -2.5164, -1.2041)  0.0708
H (0.3030, -3.3022, -2.7491)  0.1537
H (-0.2356, -1.6169, -2.8023)  0.0948
H (2.0204, -1.2340, -3.8136)  0.1593
H (3.2424, -0.8683, -2.5798)  0.0759
C (-0.8665, 2.5149, 1.4564)  -0.3905
C (0.4868, 2.0510, 0.9294)  -0.4044
As (1.2182, -0.6451, 2.6164)  0.9890
C (0.9392, -2.3688, 3.4034)  -0.4006
C (0.0533, -3.2780, 2.8318)  -0.1562
C (-0.1622, -4.4929, 3.4610)  -0.0525
C (0.4959, -4.7907, 4.6514)  -0.0437
C (1.3671, -3.8734, 5.2185)  -0.0478
C (1.5901, -2.6499, 4.5985)  -0.0775
C (1.9230, 0.5743, 3.9140)  -0.4122
C (1.1055, 1.1810, 4.8605)  -0.0812
C (1.6773, 2.0291, 5.7969)  -0.0456
C (3.0452, 2.2627, 5.7897)  -0.0431
C (3.8568, 1.6483, 4.8456)  -0.0493
C (3.3003, 0.8005, 3.8998)  -0.1131
As (-1.7939, 0.8181, 1.5843)  1.2615
C (-3.6309, 0.9926, 1.0054)  -0.4133
C (-4.1376, 2.1688, 0.4666)  -0.1443
C (-5.4822, 2.2423, 0.1277)  -0.0603
C (-6.3110, 1.1444, 0.3123)  -0.0554
C (-5.8026, -0.0312, 0.8505)  -0.0589
C (-4.4643, -0.1073, 1.2006)  -0.1104
C (-2.0775, 0.4673, 3.4613)  -0.4039
C (-2.4456, 1.5271, 4.2901)  -0.1065
C (-2.6373, 1.3067, 5.6446)  -0.0590
C (-2.4745, 0.0293, 6.1728)  -0.0527
C (-2.1525, -1.0319, 5.3410)  -0.0535
C (-1.9623, -0.8139, 3.9815)  -0.1361
H (-1.3731, 3.1617, 0.7429)  0.0408
H (-0.8129, 3.0231, 2.4185)  0.0773
H (1.2516, 2.0703, 1.7149)  0.0410
H (0.8599, 2.6757, 0.1189)  0.0385
H (-0.4672, -3.0497, 1.9083)  0.0884
H (-0.8533, -5.2044, 3.0277)  0.1215
H (0.3193, -5.7396, 5.1396)  0.1190
H (1.8731, -4.1038, 6.1461)  0.1186
H (2.2621, -1.9306, 5.0505)  0.1091
H (0.0410, 0.9930, 4.8815)  0.0757
H (1.0485, 2.5069, 6.5363)  0.1179
H (3.4825, 2.9244, 6.5251)  0.1196
H (4.9235, 1.8265, 4.8445)  0.1182
H (3.9395, 0.3296, 3.1631)  0.0737
H (-3.5056, 3.0320, 0.3075)  0.0854
H (-5.8810, 3.1622, -0.2785)  0.1162
H (-7.3573, 1.2084, 0.0456)  0.1163
H (-6.4492, -0.8846, 1.0038)  0.1156
H (-4.0757, -1.0225, 1.6341)  0.1081
H (-2.5839, 2.5231, 3.8854)  0.1108
H (-2.9193, 2.1283, 6.2894)  0.1177
H (-2.6215, -0.1383, 7.2313)  0.1172
H (-2.0583, -2.0321, 5.7437)  0.1164
H (-1.7450, -1.6505, 3.3330)  0.0780
C (6.5318, 0.1845, 0.5012)  -0.3378
As (5.5571, -0.1839, -1.1549)  1.0196
C (6.6960, 0.7796, -2.4143)  -0.3300
C (6.3010, -1.9747, -1.4790)  -0.3335
S (2.6110, -0.7697, 0.9455)  0.4165
H (7.6032, 0.0555, 0.3520)  0.0316
H (6.1996, -0.5076, 1.2765)  0.0091
H (6.3384, 1.2038, 0.8337)  0.0195
H (7.7448, 0.5224, -2.2734)  0.0312
H (6.5688, 1.8532, -2.2818)  0.0226
H (6.3999, 0.5252, -3.4315)  0.0219
H (7.3900, -1.9438, -1.4744)  0.0313
H (5.9678, -2.3548, -2.4452)  0.0205
H (5.9700, -2.6646, -0.7010)  0.0163
C (-4.2886, -2.6689, -3.4758)  -0.1701
Si (-3.4888, -1.0301, -3.8693)  0.4436
C (-1.8600, -1.3403, -4.7655)  -0.1686
C (-4.6089, 0.0332, -4.9148)  -0.1695
C (-3.2555, -0.1571, -2.1874)  -0.5197
Te (-1.7061, 1.2839, -1.8928)  1.3946
C (-1.4527, 2.1427, -3.8351)  -0.5177
Si (-0.7480, 3.9206, -3.7700)  0.4201
C (0.4200, 4.1169, -5.2058)  -0.1654
C (-2.2128, 5.0678, -3.8953)  -0.1734
C (0.1582, 4.2046, -2.1515)  -0.1913
H (-4.3751, -3.2829, -4.3743)  0.0437
H (-5.2925, -2.5349, -3.0685)  0.0409
H (-3.7034, -3.2319, -2.7441)  0.0284
H (-1.9715, -1.1093, -5.8267)  0.0488
H (-1.5683, -2.3905, -4.6962)  0.0359
H (-1.0388, -0.7257, -4.3969)  -0.0130
H (-4.9513, -0.5253, -5.7882)  0.0446
H (-4.1089, 0.9325, -5.2792)  0.0239
H (-5.4939, 0.3429, -4.3553)  0.0401
H (-3.0728, -0.9005, -1.4061)  -0.0047
H (-4.1729, 0.3663, -1.9113)  0.0023
H (-2.4795, 2.1736, -4.2054)  0.0018
H (-0.8674, 1.4878, -4.4737)  -0.0018
H (-0.0991, 4.0078, -6.1598)  0.0420
H (1.2157, 3.3726, -5.1623)  0.0266
H (0.8814, 5.1063, -5.1920)  0.0423
H (-2.6871, 4.9940, -4.8755)  0.0405
H (-1.9140, 6.1069, -3.7463)  0.0413
H (-2.9673, 4.8313, -3.1404)  0.0314
H (0.8063, 3.3548, -1.9273)  -0.0002
H (-0.5249, 4.3800, -1.3168)  0.0229
H (0.8005, 5.0828, -2.2435)  0.0483